Entry w
ORCA calculation (ωB97M-V/def2-TZVPD) on a 2-piece molecular cluster, C3H7BrS overall.

Geometry as ORCA input:
```
! wB97M-V def2-TZVPD RIJCOSX def2/J DEFGRID3
* xyz 0 1
Br -0.592 1.615 1.273
S -0.567 -0.717 -0.773
C -1.667 0.430 -1.728
C 0.432 0.365 0.199
C 1.494 -0.921 1.589
H -2.228 0.881 -0.912
H 1.938 -1.694 1.003
H 1.280 0.762 -0.263
H -2.277 -0.190 -2.293
H 1.006 -1.484 2.349
H 2.321 -0.190 1.881
H -1.141 1.142 -2.325
*
```

Properties
E_HOMO   -8.8 eV
HOMO-LUMO gap   9.50 eV

=====

Entry x
ORCA calculation (ωB97M-V/def2-TZVPD) on a 2-piece molecular cluster, C3H7BrS overall.

Geometry as ORCA input:
```
! wB97M-V def2-TZVPD RIJCOSX def2/J DEFGRID3
* xyz 0 1
Br -0.121 3.341 -0.547
S -0.251 0.201 -2.093
C 0.536 -0.793 0.326
C 0.793 -0.483 -1.071
C -0.812 -0.298 0.832
H 1.717 -0.918 -1.501
H -1.448 -0.245 0.039
H -0.604 0.701 1.153
H 0.592 -2.011 0.333
H -1.213 -0.994 1.573
H -0.535 2.105 -0.030
H 1.343 -0.604 0.987
*
```

Properties
E_HOMO   -8.8 eV
HOMO-LUMO gap   8.65 eV
Structure (SMILES)   CCC=S.Br

=====

Most stable = entry x

=====

Entry w
ORCA calculation (ωB97M-V/def2-TZVPD) on a single C6H9N3 molecule.

Geometry as ORCA input:
```
! wB97M-V def2-TZVPD RIJCOSX def2/J DEFGRID3
* xyz 0 1
N 1.529 0.780 0.158
N -1.014 -0.485 -0.571
N 0.750 1.843 -0.127
C 0.984 -1.685 0.644
C -2.230 -0.482 0.103
C -0.533 1.808 0.047
C -1.090 0.480 0.453
C 0.100 -1.320 -0.562
C 1.377 -0.570 -0.303
H -1.110 2.696 -0.186
H -2.424 -1.263 0.851
H 1.453 -2.662 0.623
H -0.605 0.165 1.397
H 2.469 1.142 0.076
H 0.075 -2.057 -1.364
H 0.504 -1.504 1.591
H 2.171 -0.807 -0.999
H -3.032 -0.063 -0.500
*
```

Properties
E_HOMO   -8.1 eV
HOMO-LUMO gap   9.15 eV
Structure (SMILES)   C1=NN[C@H]2C[C@H]2N2C[C@H]12

=====

Entry x
ORCA calculation (ωB97M-V/def2-TZVPD) on a 3-piece molecular cluster, C6H9N3 overall.

Geometry as ORCA input:
```
! wB97M-V def2-TZVPD RIJCOSX def2/J DEFGRID3
* xyz 0 1
N 1.377 -1.361 -1.155
N -2.059 -0.276 0.209
N -0.064 0.257 4.150
C 1.617 1.170 -1.470
C 0.108 0.811 3.175
C -1.871 -2.413 -1.284
C 1.508 -0.255 -1.293
C -1.980 -1.222 -0.439
C 0.430 1.572 1.965
H -0.857 -2.790 -1.149
H -2.624 -3.043 -0.812
H 2.622 1.493 -1.197
H 0.044 0.923 1.179
H 0.044 2.592 1.975
H 0.847 1.569 -0.810
H -1.906 -2.235 -2.358
H 1.284 1.400 -2.482
H 1.480 1.809 1.795
*
```

Properties
E_HOMO   -11.5 eV
HOMO-LUMO gap   12.07 eV
Structure (SMILES)   CC#N.CC#N.CC#N

=====

Most stable = entry x

=====

Entry w
ORCA calculation (ωB97M-V/def2-TZVPD) on an isolated ion of composition C4H2ClO2 and charge -1.

Geometry as ORCA input:
```
! wB97M-V def2-TZVPD RIJCOSX def2/J DEFGRID3
* xyz -1 1
Cl 0.790 2.176 0.664
O -0.434 -1.154 1.420
O 2.921 -0.764 -0.670
C -0.506 -0.459 0.429
C 2.094 0.003 -0.258
C 0.923 0.417 0.154
C -1.603 -0.093 -0.291
H -2.477 -0.742 -0.325
H -1.709 0.616 -1.123
*
```

Properties
E_HOMO   -3.0 eV
HOMO-LUMO gap   6.42 eV
Structure (SMILES)   C=C([O-])C(Cl)=C=O

=====

Entry x
ORCA calculation (ωB97M-V/def2-TZVPD) on a 2-piece molecular cluster, C4H2ClO2 overall.

Geometry as ORCA input:
```
! wB97M-V def2-TZVPD RIJCOSX def2/J DEFGRID3
* xyz -1 1
Cl -0.975 0.446 2.882
O -4.706 1.153 1.959
O -2.326 -0.264 -0.879
C -1.320 -0.067 -0.281
C -3.531 0.921 2.099
C -2.326 0.655 1.812
C -0.001 -0.064 -0.218
H 0.523 -0.383 -1.097
H 0.550 0.194 0.661
*
```

Properties
E_HOMO   -3.4 eV
HOMO-LUMO gap   7.09 eV

=====

Most stable = entry w